(1)
Formula: C32H28AuF10P
Source: the OMol25 dataset
Level of theory: ωB97M-V/def2-TZVPD

Computed properties:
M in g mol⁻¹: 830.497
Relative energy (zero: lowest compared OMol25 entry of this formula, charge and spin) in eV: 1.163

Last column: Löwdin charge in e.
Positions of all 72 atoms, in Å:
Au  1.1623  -2.5411  0.9335  1.019
C  3.7704  -4.3178  -1.9651  -0.075
C  3.0323  -3.1986  -1.2220  -0.504
C  3.8852  -1.9351  -1.1741  -0.093
C  2.6849  -3.7105  0.1660  -0.208
H  4.0542  -3.9863  -2.9650  0.081
H  3.1478  -5.2074  -2.0652  0.080
H  4.6833  -4.5970  -1.4336  0.085
H  2.1075  -2.9916  -1.7693  0.103
H  4.8347  -2.1403  -0.6726  0.087
H  3.3885  -1.1307  -0.6297  0.048
H  4.1108  -1.5773  -2.1800  0.082
H  3.5599  -3.7479  0.8080  0.057
H  2.1836  -4.6773  0.1418  0.070
C  2.7016  -2.0245  2.2202  -0.259
H  3.0082  -2.8682  2.8381  -0.004
H  2.2327  -1.2592  2.8463  -0.016
H  3.5776  -1.5978  1.7351  -0.009
F  0.9323  3.0451  -5.4968  0.142
C  0.4746  1.8230  -5.1719  -0.587
F  -0.7680  1.7279  -5.6821  0.144
F  1.2356  0.9270  -5.8188  0.138
C  0.4748  1.6079  -3.6843  -0.116
C  0.9858  0.4438  -3.1375  0.004
C  0.9498  0.2663  -1.7613  -0.099
C  0.3960  1.2337  -0.9312  -0.363
C  -0.1069  2.4056  -1.4976  -0.056
C  -0.0682  2.5935  -2.8672  0.002
P  0.3669  0.8722  0.8642  1.098
C  0.4262  2.5720  1.5534  -0.372
C  -0.6930  3.3118  1.9249  -0.067
C  -0.5522  4.5994  2.4216  0.001
C  0.7112  5.1568  2.5435  -0.121
C  1.8373  4.4307  2.1806  -0.004
C  1.6908  3.1424  1.6964  -0.081
C  0.8663  6.5350  3.1218  -0.587
F  0.9913  6.4972  4.4630  0.143
F  -0.1923  7.3165  2.8523  0.139
F  1.9567  7.1604  2.6479  0.138
C  -1.3824  0.4177  1.1474  -0.394
C  -2.3370  0.3042  0.1445  -0.057
C  -3.6352  -0.0814  0.4510  -0.003
C  -3.9837  -0.3445  1.7649  -0.126
C  -3.0358  -0.2502  2.7767  -0.005
C  -1.7407  0.1179  2.4634  -0.099
C  -5.3764  -0.7919  2.1043  -0.581
F  -5.4591  -2.1355  2.2001  0.134
F  -5.7840  -0.2995  3.2883  0.138
F  -6.2731  -0.4115  1.1827  0.144
H  1.4152  -0.3153  -3.7772  0.122
H  1.3546  -0.6381  -1.3238  0.051
H  -0.5279  3.1773  -0.8653  0.110
H  -0.4557  3.5046  -3.3046  0.128
H  -1.6839  2.8881  1.8243  0.108
H  -1.4261  5.1710  2.7040  0.125
H  2.8208  4.8698  2.2790  0.124
H  2.5712  2.5716  1.4238  0.106
H  -2.0749  0.5019  -0.8865  0.108
H  -4.3721  -0.1766  -0.3352  0.129
H  -3.3113  -0.4656  3.8006  0.126
H  -0.9990  0.1816  3.2526  0.110
F  -4.4582  -3.0362  -1.7511  0.049
C  -3.2256  -2.9700  -1.1975  -0.300
C  -2.1527  -2.6327  -1.9964  -0.021
C  -0.8964  -2.5499  -1.4080  -0.154
C  -0.6825  -2.7903  -0.0452  -0.311
C  -1.8122  -3.1450  0.7049  -0.147
C  -3.0824  -3.2367  0.1469  -0.034
H  -2.3054  -2.4437  -3.0513  0.116
H  -0.0641  -2.2917  -2.0533  0.063
H  -1.7159  -3.3584  1.7645  0.087
H  -3.9489  -3.5010  0.7385  0.111

(2)
Formula: C32H28Cl2N4NaO4
Source: the OMol25 dataset
Level of theory: ωB97M-V/def2-TZVPD

Computed properties:
M in g mol⁻¹: 626.496
Relative energy (zero: lowest compared OMol25 entry of this formula, charge and spin) in eV: 0.463
Charge: -1

Last column: Löwdin charge in e.
Positions of all 71 atoms, in Å:
Na  -0.1169  2.0250  0.3454  0.245
C  -4.0011  -1.7533  2.1428  -0.103
C  -3.6337  -1.0789  3.2989  -0.100
C  -2.9504  0.1162  3.2166  -0.028
C  -2.5966  0.6567  1.9679  -0.271
C  -2.9839  -0.0321  0.8108  -0.027
C  -3.6840  -1.2139  0.9016  -0.088
N  -1.7872  1.7481  1.8205  0.053
N  -1.7049  2.5521  2.8168  0.108
C  -0.8522  3.5970  2.6934  -0.330
C  -0.3730  4.1409  3.9010  -0.055
C  0.4187  5.2654  3.9028  -0.126
C  0.7733  5.8570  2.6970  -0.112
C  0.3364  5.2868  1.5060  -0.141
C  -0.5511  4.2192  1.4516  -0.066
H  -4.5016  -2.7094  2.2106  0.093
H  -3.8833  -1.4894  4.2713  0.097
H  -2.6289  0.6370  4.1063  0.100
H  -2.6858  0.3623  -0.1483  0.103
H  -3.9749  -1.7388  0.0002  0.101
H  -0.5593  3.6035  4.8199  0.092
H  0.7774  5.6717  4.8410  0.087
H  1.3881  6.7513  2.6972  0.087
H  0.6389  5.7562  0.5742  0.082
O  2.0052  2.5251  -0.6748  -0.059
C  2.1494  1.9725  -1.9437  -0.202
C  0.8663  1.7702  -2.7140  -0.241
C  0.9218  1.3756  -4.0529  -0.024
C  -0.2555  1.2380  -4.7595  -0.075
C  -1.4568  1.4610  -4.1019  -0.061
C  -1.4090  1.8235  -2.7672  -0.125
N  -0.2795  2.0022  -2.1022  0.116
H  1.8953  1.7918  -0.0311  0.038
H  2.6603  1.0003  -1.8992  0.127
H  2.7797  2.6625  -2.5238  0.128
H  1.8750  1.1832  -4.5241  0.111
H  -0.2406  0.9650  -5.8072  0.101
H  -2.4009  1.3543  -4.6137  0.098
H  -2.3147  2.0001  -2.2050  0.108
Cl  3.3904  -2.2338  -0.8440  0.781
C  2.3768  -2.8679  -2.0938  -0.566
C  2.9240  -3.1235  -3.3390  -0.117
C  2.1150  -3.5523  -4.3767  -0.097
C  0.7515  -3.6864  -4.1774  -0.120
C  0.2151  -3.4235  -2.9307  -0.595
Cl  -1.4847  -3.5771  -2.6911  0.702
C  1.0064  -3.0472  -1.8368  -0.306
N  0.4204  -2.8577  -0.5951  0.062
C  1.0360  -3.3194  0.5594  -0.262
C  1.6519  -4.5737  0.5310  -0.056
C  2.2161  -5.1176  1.6673  -0.105
C  2.1845  -4.4073  2.8535  -0.111
C  1.5617  -3.1710  2.8925  -0.043
C  0.9618  -2.6140  1.7710  -0.152
C  0.2164  -1.3208  1.8930  -0.028
C  0.5824  -0.2247  0.8692  -0.653
O  1.4077  0.6405  1.2022  -0.010
O  -0.0049  -0.2484  -0.2334  -0.032
H  3.9814  -2.9670  -3.4931  0.099
H  2.5472  -3.7829  -5.3402  0.100
H  0.0993  -4.0132  -4.9720  0.098
H  -0.0835  -1.9596  -0.4920  0.105
H  1.6658  -5.1187  -0.4036  0.114
H  2.6822  -6.0936  1.6202  0.095
H  2.6428  -4.8152  3.7447  0.091
H  1.5401  -2.6260  3.8268  0.109
H  0.3819  -0.9099  2.8882  0.122
H  -0.8535  -1.5027  1.7707  0.114
O  -2.3050  4.5163  -0.8559  -0.128
H  -1.6884  4.2301  -1.5310  -0.016
H  -1.7986  4.4124  -0.0092  -0.038

(3)
Formula: C32H28F7IN2O23
Source: the OMol25 dataset
Level of theory: ωB97M-V/def2-TZVPD

Computed properties:
M in g mol⁻¹: 1068.457
SMILES string: NC1=C(I)C(=O)C(c2ccncc2)=CC1=O.O=C1OC[C@@H](F)O1.O=C1OC[C@@H](F)O1.O=C1OC[C@@H](F)O1.O=C1OC[C@@H](F)O1.O=C1OC[C@@H](F)O1.O=C1OC[C@@H](F)O1.O=C1OC[C@@H](F)O1
E in eV: -110829.5604

Last column: Löwdin charge in e.
Positions of all 93 atoms, in Å:
N  4.5038  3.8957  1.1270  0.064
C  3.1726  4.4132  0.8301  -0.263
C  2.4541  4.2412  -0.3695  -0.526
I  3.2876  3.1742  -2.0520  0.875
C  0.9753  4.8606  -0.4737  -0.301
O  0.5373  5.4104  -1.5012  0.041
C  0.1157  4.7523  0.8805  -0.073
C  -1.4191  4.4015  0.8714  -0.119
C  -2.5531  5.3642  0.5144  -0.004
C  -3.9801  4.8866  0.5778  -0.139
N  -4.5345  3.6228  0.8871  0.047
C  -3.4470  2.7625  1.1634  -0.125
C  -1.9615  3.0131  1.2083  0.011
C  0.8409  4.9609  2.0866  0.085
C  2.4161  5.2698  1.9678  -0.251
O  3.0077  6.1161  2.6550  0.082
H  5.0372  3.6626  0.2821  0.038
H  4.3616  3.0608  1.7238  0.107
H  -2.3176  6.4323  0.2066  0.112
H  -4.7719  5.6812  0.3314  0.102
H  -3.7678  1.6830  1.3936  0.112
H  -1.2420  2.1759  1.4877  0.069
H  0.3826  4.9048  3.1200  0.131
O  -0.3485  0.5667  1.8850  0.108
C  0.1740  0.0395  0.9400  -0.520
O  1.5158  0.0221  0.7242  0.077
C  1.7360  -0.8054  -0.4151  -0.070
C  0.4171  -0.7411  -1.1148  -0.305
F  0.1544  -1.8973  -1.7656  0.090
O  -0.5051  -0.6036  -0.0457  0.152
H  1.9897  -1.8170  -0.0846  0.151
H  2.5498  -0.4232  -1.0266  0.105
H  0.3119  0.1027  -1.8026  0.164
O  -0.8364  0.0715  -4.6686  0.176
C  -0.9631  1.2479  -4.5076  -0.531
O  -0.6483  1.8987  -3.3519  0.044
C  -0.8137  3.2875  -3.6096  -0.076
C  -1.7748  3.2900  -4.7552  -0.316
F  -1.5552  4.3464  -5.5738  0.081
O  -1.4463  2.1035  -5.4517  0.144
H  0.1536  3.7261  -3.8694  0.133
H  -1.2085  3.8042  -2.7339  0.132
H  -2.8276  3.2637  -4.4599  0.178
O  -2.1473  -2.8330  7.5064  0.173
C  -1.9572  -2.0786  6.6012  -0.535
O  -1.3519  -2.4256  5.4303  0.072
C  -1.4388  -1.2930  4.5749  -0.073
C  -1.5966  -0.1680  5.5481  -0.323
F  -2.3508  0.8277  5.0246  0.076
O  -2.3115  -0.7624  6.6132  0.140
H  -2.3028  -1.4030  3.9138  0.151
H  -0.5411  -1.1922  3.9642  0.129
H  -0.6530  0.2402  5.9212  0.177
O  3.1829  -1.2719  -2.8127  0.147
C  3.7186  -2.3414  -2.8018  -0.513
O  4.5560  -2.7649  -1.8149  0.080
C  4.8683  -4.1222  -2.1020  -0.066
C  4.6235  -4.2018  -3.5755  -0.312
F  4.1907  -5.4358  -3.9328  0.075
O  3.5714  -3.2796  -3.7757  0.154
H  4.2058  -4.7748  -1.5285  0.123
H  5.9018  -4.3520  -1.8390  0.145
H  5.4825  -3.9192  -4.1908  0.177
O  2.0646  -5.6487  -1.6436  0.135
C  0.9719  -5.7367  -1.1595  -0.519
O  0.6922  -6.4491  -0.0351  0.082
C  -0.6709  -6.1942  0.2805  -0.056
C  -1.2321  -5.7850  -1.0440  -0.313
F  -2.2311  -4.8845  -0.8921  0.085
O  -0.1379  -5.1446  -1.6714  0.151
H  -0.7281  -5.3972  1.0270  0.148
H  -1.1550  -7.0853  0.6813  0.147
H  -1.5755  -6.6176  -1.6646  0.180
O  -5.3649  7.5326  1.8223  0.156
C  -4.8415  7.5479  2.8954  -0.535
O  -4.0911  8.5833  3.3655  0.075
C  -3.7655  8.2718  4.7135  -0.068
C  -3.8887  6.7807  4.7351  -0.324
F  -4.2983  6.3430  5.9499  0.079
O  -4.9142  6.5293  3.7962  0.140
H  -4.4777  8.7629  5.3822  0.148
H  -2.7592  8.6108  4.9627  0.143
H  -2.9800  6.2493  4.4375  0.174
O  -0.5097  -9.5803  -3.9656  0.172
C  0.6322  -9.2908  -3.7703  -0.529
O  1.0361  -8.3111  -2.9130  0.066
C  2.4559  -8.3714  -2.8651  -0.071
C  2.7931  -9.0325  -4.1630  -0.315
F  3.9142  -9.7856  -4.0499  0.078
O  1.6914  -9.8929  -4.3809  0.143
H  2.7647  -8.9624  -1.9983  0.155
H  2.8878  -7.3751  -2.7815  0.108
H  2.8941  -8.3435  -5.0063  0.178

Question: Which value of M does entry 1 give?
Answer: 830.497 g mol⁻¹

Question: What is the formula in the third record?
Answer: C32H28F7IN2O23